A cluster of 4 separate species, H10NO3 in total at a distorted geometry, computed with ωB97M-V/def2-TZVPD.

energy above the lowest of the compared OMol25 structures with the same formula, charge and spin = 13.7 kcal per mole
strongest force on any atom = 1.25 eV/A

ORCA input file:
```
! RIJCOSX wB97M-V def2-TZVPD def2/J DEFGRID3
* xyz 1 1
N 0.355 -1.110 -0.296
H 0.085 -1.242 0.676
H 0.149 -1.999 -0.748
H -0.294 -0.412 -0.685
H 1.315 -0.756 -0.334
H -2.711 1.086 1.589
H -2.856 -0.257 1.202
O -2.229 0.448 1.031
H 4.127 -0.465 0.397
H 3.009 0.487 1.011
O 3.194 -0.224 0.381
H -1.620 1.590 -0.673
H -1.500 1.523 -2.176
O -1.022 1.331 -1.375
*
```

A cluster of 15 separate species, C56H155N13O15 in total at a distorted geometry, computed with ωB97M-V/def2-TZVPD.

energy above the lowest of the compared OMol25 structures with the same formula, charge and spin = 17.1 kcal per mole
strongest force on any atom = 3.48 eV/A

ORCA input file:
```
! RIJCOSX wB97M-V def2-TZVPD def2/J DEFGRID3
* xyz 0 1
C 2.181 5.037 -4.273
C 3.505 4.192 -4.387
C 3.374 2.901 -3.496
O 3.153 3.298 -2.152
C 2.872 2.213 -1.276
N 3.575 3.767 -5.791
H 2.122 5.929 -4.896
H 1.909 5.287 -3.247
H 1.327 4.460 -4.626
H 4.355 4.819 -4.117
H 4.289 2.310 -3.545
H 2.611 2.225 -3.880
H 3.580 1.384 -1.296
H 1.887 1.789 -1.471
H 2.919 2.684 -0.294
H 4.228 2.997 -5.778
H 2.715 3.334 -6.097
C -6.650 3.664 -0.059
C -6.670 2.772 1.177
C -5.354 2.886 2.040
O -4.175 2.659 1.293
C -2.952 2.938 1.933
N -7.798 3.311 1.902
H -6.539 4.712 0.218
H -7.526 3.525 -0.693
H -5.806 3.473 -0.723
H -6.757 1.724 0.893
H -5.452 2.142 2.831
H -5.175 3.845 2.526
H -2.855 2.262 2.782
H -2.991 3.962 2.306
H -2.037 2.840 1.348
H -8.579 3.207 1.270
H -7.672 4.309 1.992
C -2.225 6.636 5.533
C -2.850 5.267 5.314
C -1.732 4.212 5.027
O -1.026 4.582 3.848
C 0.098 3.712 3.607
N -3.757 4.958 6.442
H -1.508 6.902 4.756
H -1.689 6.752 6.475
H -2.994 7.404 5.605
H -3.558 5.253 4.484
H -2.136 3.202 4.949
H -1.000 4.226 5.834
H -0.118 2.671 3.845
H 0.959 3.997 4.211
H 0.429 3.669 2.569
H -3.282 4.752 7.309
H -4.255 4.102 6.240
C -3.879 7.322 -0.045
C -2.512 6.959 0.507
C -1.804 5.813 -0.330
O -0.625 5.365 0.337
C 0.207 4.539 -0.476
N -1.727 8.193 0.596
H -3.834 7.367 -1.134
H -4.396 8.221 0.290
H -4.665 6.595 0.158
H -2.520 6.607 1.538
H -1.588 6.282 -1.290
H -2.438 4.950 -0.532
H 1.069 4.299 0.147
H 0.534 5.111 -1.344
H -0.254 3.611 -0.813
H -0.849 7.856 0.964
H -2.050 8.739 1.382
C 1.319 -6.085 3.001
C 1.732 -4.936 3.922
C 2.351 -3.711 3.218
O 3.346 -4.113 2.294
C 4.521 -4.530 2.896
N 0.638 -4.517 4.792
H 2.119 -6.339 2.307
H 0.487 -5.909 2.319
H 1.145 -6.983 3.595
H 2.490 -5.378 4.568
H 2.719 -2.971 3.928
H 1.642 -3.281 2.510
H 5.100 -3.723 3.344
H 5.177 -4.891 2.104
H 4.503 -5.289 3.678
H -0.028 -3.937 4.303
H 0.197 -5.367 5.115
C -0.449 0.699 0.734
C -0.260 -0.577 0.015
C 1.050 -1.367 0.268
O 2.228 -0.724 -0.273
C 3.246 -1.687 -0.412
N -1.451 -1.329 0.184
H 0.219 1.536 0.530
H -0.494 0.647 1.822
H -1.339 1.157 0.303
H -0.197 -0.346 -1.049
H 1.041 -2.414 -0.035
H 1.282 -1.437 1.331
H 3.517 -2.115 0.553
H 4.041 -1.179 -0.958
H 2.831 -2.450 -1.071
H -2.183 -0.792 -0.259
H -1.335 -2.086 -0.474
C 1.827 -5.314 -1.823
C 3.196 -5.983 -1.648
C 4.343 -5.137 -2.155
O 5.587 -5.688 -1.831
C 5.975 -6.783 -2.708
N 3.300 -6.327 -0.242
H 1.014 -5.873 -1.360
H 1.651 -5.215 -2.894
H 1.851 -4.296 -1.435
H 3.192 -6.972 -2.108
H 4.276 -4.211 -1.584
H 4.136 -4.994 -3.216
H 6.998 -7.159 -2.694
H 5.724 -6.642 -3.759
H 5.503 -7.714 -2.393
H 4.285 -6.551 -0.225
H 3.245 -5.465 0.282
C -3.260 -7.795 -0.803
C -2.003 -7.532 0.204
C -2.488 -7.091 1.615
O -3.306 -5.917 1.632
C -2.611 -4.697 1.425
N -1.238 -8.697 0.341
H -4.007 -8.434 -0.333
H -2.931 -8.268 -1.728
H -3.699 -6.843 -1.100
H -1.488 -6.695 -0.268
H -1.705 -7.023 2.370
H -3.146 -7.877 1.986
H -1.773 -4.608 2.115
H -3.336 -3.906 1.615
H -2.206 -4.588 0.418
H -0.822 -8.976 -0.536
H -1.652 -9.535 0.725
C -3.608 -3.085 -4.128
C -2.939 -3.635 -2.875
C -1.845 -4.653 -3.210
O -2.423 -5.794 -3.861
C -1.376 -6.784 -4.066
N -2.388 -2.473 -2.224
H -4.141 -3.939 -4.545
H -2.898 -2.572 -4.777
H -4.376 -2.387 -3.794
H -3.675 -4.107 -2.224
H -1.345 -4.905 -2.275
H -1.074 -4.239 -3.859
H -0.557 -6.484 -4.720
H -1.894 -7.612 -4.550
H -0.926 -6.996 -3.096
H -3.162 -1.855 -2.026
H -1.864 -2.021 -2.961
C 10.994 2.333 1.399
C 9.886 1.273 1.143
C 8.570 1.929 0.674
O 7.643 0.821 0.466
C 6.369 1.246 -0.017
N 10.407 0.322 0.156
H 10.662 3.126 2.068
H 11.346 2.802 0.480
H 11.831 1.847 1.902
H 9.726 0.584 1.973
H 8.788 2.539 -0.203
H 8.262 2.623 1.456
H 6.461 1.615 -1.039
H 5.855 1.932 0.657
H 5.694 0.391 -0.030
H 10.540 0.800 -0.724
H 9.660 -0.329 -0.035
C -2.309 -0.702 -6.882
C -1.992 -0.011 -5.600
C -0.526 -0.103 -5.091
O -0.382 -1.514 -4.688
C 0.882 -1.818 -4.148
N -2.414 1.333 -5.874
H -1.685 -0.337 -7.697
H -3.384 -0.752 -7.054
H -1.983 -1.740 -6.823
H -2.608 -0.413 -4.796
H -0.492 0.696 -4.350
H 0.138 0.190 -5.905
H 1.779 -1.338 -4.540
H 1.088 -2.871 -4.338
H 0.815 -1.719 -3.064
H -2.621 1.836 -5.023
H -3.319 1.259 -6.316
C 3.736 4.698 5.275
C 4.389 4.367 3.904
C 3.676 3.434 2.931
O 3.221 2.297 3.547
C 2.785 1.297 2.667
N 4.775 5.556 3.259
H 4.371 5.061 6.083
H 3.297 3.828 5.764
H 2.907 5.400 5.184
H 5.363 3.938 4.140
H 4.382 3.173 2.144
H 2.912 4.005 2.403
H 3.586 1.027 1.979
H 1.962 1.561 2.002
H 2.570 0.366 3.192
H 5.573 5.994 3.698
H 4.081 6.264 3.450
C -4.784 1.239 -2.941
C -3.402 1.161 -2.254
C -2.682 2.539 -2.328
O -2.787 3.081 -3.652
C -1.999 4.248 -3.848
N -3.497 0.623 -0.895
H -5.416 2.044 -2.566
H -5.419 0.384 -2.709
H -4.648 1.395 -4.011
H -2.787 0.439 -2.792
H -1.622 2.435 -2.094
H -3.097 3.232 -1.597
H -2.206 5.032 -3.120
H -2.083 4.643 -4.861
H -0.954 3.940 -3.871
H -3.971 1.211 -0.225
H -4.056 -0.205 -1.042
C -6.443 -1.498 0.945
C -5.159 -1.986 0.097
O -5.168 -1.418 -1.198
H -6.670 -0.432 0.970
H -6.438 -1.753 2.005
H -7.261 -2.043 0.476
H -5.262 -3.059 -0.067
H -4.224 -1.619 0.519
H -5.925 -1.720 -1.705
C -2.031 -2.031 5.054
C -2.307 -1.638 3.614
O -1.074 -1.511 2.980
H -2.821 -2.571 5.576
H -1.639 -1.194 5.632
H -1.204 -2.734 5.145
H -2.805 -0.672 3.524
H -2.960 -2.419 3.226
H -1.254 -1.474 2.037
*
```